Computed, not measured: a 2-piece molecular cluster, C5H14N2O2 overall, with ωB97M-V/def2-TZVPD.

XYZ file:
```
23
Properties=species:S:1:pos:R:3:forces:R:3
C -0.81821 1.17086 -0.09051 -0.2 -0.1 0.2
C -2.31633 1.47912 0.03206 0.4 0.0 -0.1
O -0.03851 2.15073 0.55574 0.1 0.2 0.1
H -0.04479 1.89694 1.49467 0.0 0.0 -0.1
H -0.52765 1.17333 -1.14486 0.0 -0.1 0.1
H 1.64824 0.74855 -0.02559 0.0 -0.3 0.1
H -2.50212 2.49717 -0.30133 0.0 0.0 -0.1
H -2.62835 1.38844 1.07063 0.0 0.0 0.1
H -2.89690 0.79233 -0.57679 -0.2 -0.1 -0.1
C 1.84655 -0.80831 -1.34732 0.2 0.0 0.0
C -1.04153 -1.40949 -0.14949 0.1 0.1 0.3
N 1.48026 -0.25999 -0.05502 0.5 0.2 -0.2
C -0.54129 -0.18542 0.57848 -0.2 0.1 -0.3
N 2.09702 -0.96366 1.00530 0.1 -0.1 0.2
O -0.32480 -0.19040 1.78950 -0.4 0.1 0.3
H 2.93096 -0.49008 1.34665 -0.2 0.0 -0.2
H 1.41348 -0.99110 1.77141 0.1 0.1 -0.2
H 1.62014 -1.87224 -1.34583 0.0 0.0 0.0
H 2.91301 -0.68044 -1.56143 0.0 0.0 -0.1
H 1.26854 -0.30973 -2.12280 0.0 0.0 -0.1
H -0.99147 -1.28637 -1.22583 0.0 0.0 -0.2
H -0.46809 -2.27861 0.15964 0.0 -0.1 0.0
H -2.07815 -1.57164 0.14275 -0.1 0.0 0.0
```
Positions in Å, forces in eV/Å.

As for the SMILES: CC(=O)[C@@H](C)O.CNN. The LUMO energy comes out at 0.03107 Ha. As for the gap between HOMO and LUMO: 0.37519 hartree. For the highest occupied orbital energy, the calculation gives -9.364 eV.

Atom charges from the Löwdin analysis, given in e for atoms 1 to 2: number 1, C, carries -0.3931; number 2, C, carries -0.0255

=====

Computed, not measured: a 2-piece molecular cluster, C10H16O overall, with ωB97M-V/def2-TZVPD.

XYZ file:
```
27
Properties=species:S:1:pos:R:3:forces:R:3
C 3.04519 2.27060 2.23490 3.5 1.1 -2.3
C 4.35819 1.35913 1.89174 -3.8 0.6 -0.3
H 2.15943 1.75729 2.25506 -2.0 -1.7 0.6
H 3.17351 2.91332 3.05546 0.1 0.4 1.5
H 2.86790 3.00272 1.41783 0.4 -0.5 0.0
H 4.71402 0.85586 2.79764 -0.5 -0.7 -0.6
H 3.92012 0.81737 0.98387 1.4 -0.3 1.6
H 5.17020 1.94451 1.57200 0.9 1.0 -0.6
C -0.34097 -0.02742 0.45622 1.6 1.0 1.2
C -0.37173 -0.89835 1.69694 0.7 0.5 1.4
C -1.19582 -0.38353 -0.65996 -1.8 -2.5 -2.7
C -2.53916 -0.96359 -0.49659 4.1 2.3 2.1
C -0.65585 -0.33447 -1.98610 -3.9 -0.1 0.9
C -3.34308 -1.18439 -1.52409 -2.3 -1.9 -2.3
C -1.55021 -0.60539 -3.06681 -1.0 -0.7 6.3
C -2.85577 -1.10407 -2.80614 3.4 1.8 -1.5
O -3.45662 -1.46456 -3.96535 -1.2 -0.4 0.2
H -0.62772 1.03267 0.72427 0.8 -0.9 0.0
H 0.72596 -0.08364 0.15773 -0.6 0.7 -0.4
H 0.63530 -0.84202 2.29084 -2.1 0.9 -0.5
H -2.85467 -1.19285 0.50170 -0.2 0.1 0.4
H 0.35125 -0.04198 -2.10990 0.9 0.4 -0.4
H -4.33582 -1.64283 -1.42603 0.3 0.3 0.3
H -1.23698 -0.51988 -3.99183 1.4 0.2 -4.6
H -4.14905 -2.08230 -3.72156 -0.4 -0.1 -0.3
H -0.28697 -1.94623 1.48385 -0.8 -0.7 -0.6
H -1.32065 -0.63595 2.23430 1.2 -0.7 0.3
```
Positions in Å, forces in eV/Å.

As for the SMILES: CCc1ccc(O)cc1.CC. The LUMO energy comes out at 0.03147 Ha. As for the gap between HOMO and LUMO: 0.32704 hartree. For the highest occupied orbital energy, the calculation gives -8.043 eV.

Atom charges from the Löwdin analysis, given in e for atoms 1 to 2: number 1, C, carries -0.1345; number 2, C, carries -0.1177

=====

Computed, not measured: an isolated ion of composition C7H15N2Si and charge +1, with ωB97M-V/def2-TZVPD.

XYZ file:
```
25
Properties=species:S:1:pos:R:3:forces:R:3
C -2.27938 1.30705 -0.11568 -1.9 0.3 0.4
C -2.55282 -0.03158 0.02029 -0.7 0.6 -0.9
C -0.31810 0.21461 0.03949 -0.2 0.0 -0.7
C -3.80578 -0.80036 0.08701 -1.9 -0.2 -4.2
C 2.22584 0.84385 1.56810 4.5 0.5 -2.7
C 2.23264 0.84540 -1.58434 2.1 -4.1 -0.6
C 1.92235 -1.94390 0.04710 -1.4 3.3 2.5
N -0.92551 1.39919 -0.06249 0.9 0.0 0.1
N -1.34875 -0.65039 0.00369 2.1 -1.0 1.0
Si 1.63228 -0.05616 -0.02611 0.3 0.2 0.3
H -2.98974 2.18040 -0.21850 1.2 -1.3 0.3
H -3.96322 -1.50554 -0.87722 0.8 1.6 1.7
H -3.77461 -1.54705 0.83793 -0.6 -0.1 1.4
H -4.70420 -0.09887 -0.07255 1.2 -1.3 1.2
H 3.06360 0.31481 2.11173 -1.1 0.3 -0.6
H 2.65399 1.91337 1.46496 -0.4 -1.6 -0.7
H 1.49409 1.06230 2.19942 -3.5 0.2 3.0
H 3.39508 0.82043 -1.54781 -2.0 0.6 -0.1
H 1.94576 0.39860 -2.58401 0.4 -0.4 1.2
H 1.78561 1.73805 -1.74776 -0.7 3.5 0.3
H 2.86973 -2.20468 -0.21270 3.0 -0.6 -0.3
H 1.61978 -2.30409 1.02471 0.5 0.0 0.5
H 1.33976 -2.48287 -0.56700 -2.4 -1.6 -2.7
H -0.38701 2.21970 0.05276 0.2 1.1 -0.2
H -1.13138 -1.63228 0.15899 -0.7 0.2 -0.2
```
Positions in Å, forces in eV/Å.

As for the SMILES: Cc1c[nH]c([Si](C)(C)C)[nH+]1. The LUMO energy comes out at -0.10301 Ha. As for the gap between HOMO and LUMO: 0.38775 hartree. For the highest occupied orbital energy, the calculation gives -13.354 eV. The net charge is +1.

Atom charges from the Löwdin analysis, given in e for atoms 1 to 2: number 1, C, carries 0.0091; number 2, C, carries -0.2921

=====

Computed, not measured: an isolated ion of composition C7H13O3 and charge +1, with ωB97M-V/def2-TZVPD.

XYZ file:
```
23
Properties=species:S:1:pos:R:3:forces:R:3
C -1.83696 0.13498 0.05836 -0.5 -0.5 -0.2
C 0.14450 0.32248 1.29975 2.7 1.2 -0.1
C -0.10933 -1.46676 -0.37773 1.2 1.0 -2.8
C 0.84052 -0.40748 0.14183 0.8 -0.1 0.9
C -3.18355 0.67724 -0.30267 0.5 -0.3 -0.9
C 2.14728 -1.10493 0.57900 2.1 0.2 -1.2
C 1.22861 0.63378 -0.95484 -0.3 0.1 1.5
O -1.12870 0.75032 0.91582 -2.2 1.3 -0.6
O -1.44034 -0.91309 -0.53916 -1.0 -0.3 0.2
O 1.71748 1.80497 -0.33798 0.4 0.5 0.0
H -0.00386 -0.12695 2.22671 -0.1 -2.0 1.3
H 0.69805 1.23245 1.66442 -0.4 -0.7 -1.1
H 0.09837 -1.66313 -1.52516 0.1 -0.5 2.6
H -0.10706 -2.28641 0.32717 -0.4 -0.5 -0.4
H -3.88792 -0.08702 -0.76834 0.9 0.8 1.3
H -2.96104 1.31810 -1.17630 -0.1 0.2 0.4
H -3.48561 1.29331 0.54870 -0.6 -0.2 -0.4
H 2.68724 -1.50003 -0.36906 -1.2 0.2 1.4
H 2.13205 -1.94438 1.32637 -0.3 1.1 -0.6
H 2.90136 -0.30201 0.84425 -1.0 -0.9 0.4
H 0.35122 0.85750 -1.49794 -1.0 0.3 -1.1
H 1.97076 0.14255 -1.57641 0.1 0.3 -0.3
H 1.22693 2.63450 -0.50682 0.2 -1.0 -0.3
```
Positions in Å, forces in eV/Å.

The LUMO energy comes out at -0.13444 Ha. As for the gap between HOMO and LUMO: 0.39669 hartree. For the highest occupied orbital energy, the calculation gives -14.453 eV. The net charge is +1.

Atom charges from the Löwdin analysis, given in e for atoms 1 to 2: number 1, C, carries -0.3477; number 2, C, carries -0.0608

=====

Computed, not measured: one molecule with the formula C3H5N3, with ωB97M-V/def2-TZVPD.

XYZ file:
```
11
Properties=species:S:1:pos:R:3:forces:R:3
N 2.07738 -0.15645 -0.03901 -0.4 0.2 -0.2
C 0.66430 -0.15996 -0.18340 -0.4 0.4 0.3
C -0.17326 0.90379 -0.52558 -0.4 -0.2 -0.3
N -1.50197 0.46987 -0.20056 0.8 -0.5 0.1
C -1.32364 -0.77772 0.25882 0.1 -0.5 0.5
N -0.08842 -1.22376 0.21301 0.1 0.2 0.9
H 2.47094 -0.96780 0.44208 -0.7 0.1 -0.4
H 2.37075 0.66521 0.47852 -0.1 -0.1 -0.3
H -0.04018 1.59068 -1.34190 0.2 0.6 0.4
H -2.37889 0.94971 0.04827 1.2 0.1 -0.7
H -2.06958 -1.27364 0.84730 -0.5 -0.4 -0.3
```
Positions in Å, forces in eV/Å.

As for the SMILES: Nc1c[nH]cn1. The LUMO energy comes out at 0.03743 Ha. As for the gap between HOMO and LUMO: 0.33248 hartree. For the highest occupied orbital energy, the calculation gives -8.029 eV.

Atom charges from the Löwdin analysis, given in e for atoms 1 to 2: number 1, N, carries 0.0786; number 2, C, carries -0.4060

=====

Computed, not measured: one molecule with the formula C9H19N5O3, with ωB97M-V/def2-TZVPD.

XYZ file:
```
36
Properties=species:S:1:pos:R:3:forces:R:3
C -1.89210 -1.80489 0.40323 -1.2 2.6 0.6
C -0.59965 -1.17865 -0.06294 2.8 -0.2 -3.8
C -1.64171 -2.65630 1.71057 2.7 0.9 -1.6
C 1.52839 -0.12924 0.20808 0.4 -2.5 0.4
C 2.64192 -0.71133 -0.66063 0.0 0.6 1.2
C 1.79134 0.77851 1.39857 2.3 -0.7 -0.2
C 0.63379 1.71879 1.76935 4.8 2.6 -1.5
C 0.42106 2.82300 0.65692 -1.4 0.9 2.1
C -1.57901 1.93156 -0.56586 2.6 2.3 2.9
H -1.97673 -3.05268 -1.06095 0.1 -2.4 -1.2
H -3.56464 -2.44053 -0.59004 2.0 -0.7 -0.9
H -2.55665 -0.89078 0.69426 1.2 -1.4 -0.2
H -1.26258 -1.99813 2.52024 -0.3 -0.1 -0.5
H -2.49596 -3.11115 2.07770 -1.7 -1.1 0.5
H -0.79165 -3.37995 1.52571 -1.2 0.4 0.2
H 0.65591 -1.38304 1.58839 -0.3 -0.2 -1.4
H 0.96525 0.29847 -0.54989 -0.7 1.8 -1.0
H 2.81793 1.26951 1.19407 -1.9 0.3 -0.1
H 2.19654 0.19921 2.25159 -0.9 -0.3 0.0
H -0.33409 1.41774 1.89477 -2.2 -1.8 0.8
H 1.06370 2.23233 2.66151 -1.0 -0.1 -0.4
H -0.34582 3.42894 1.16586 -0.1 0.1 -0.2
H 1.18620 3.57962 0.50954 0.7 -0.6 -0.3
H 0.30746 2.72724 -1.49118 -1.7 -1.2 2.4
H -3.08630 1.95584 0.57896 -5.5 -1.1 -0.4
H -3.06976 1.24040 -1.83365 3.0 0.9 0.3
H -1.44176 0.92724 -2.34819 -0.3 0.6 0.8
H 2.10477 -2.44543 -0.26087 -4.4 -2.1 2.0
N -2.54705 -2.29090 -0.86778 -1.8 1.9 3.5
N 0.65439 -1.29182 0.53966 -1.1 0.7 4.5
N -0.16298 2.38534 -0.56825 -1.1 -0.8 -2.9
N -2.17192 2.05443 0.61979 6.2 0.4 -2.6
N -2.02361 1.58484 -1.80065 -3.2 -1.5 -1.1
O -0.40017 -0.76696 -1.22962 -2.6 -0.5 1.1
O 3.24276 0.03545 -1.37480 0.7 -0.7 -0.2
O 2.85267 -2.05558 -0.53695 4.9 3.1 -2.6
```
Positions in Å, forces in eV/Å.

As for the SMILES: [H]/N=C(\N)NCCC[C@H](NC(=O)[C@H](C)N)C(=O)O. The LUMO energy comes out at 0.01652 Ha. As for the gap between HOMO and LUMO: 0.32842 hartree. For the highest occupied orbital energy, the calculation gives -8.487 eV.

Atom charges from the Löwdin analysis, given in e for atoms 1 to 2: number 1, C, carries -0.3266; number 2, C, carries -0.3865